# 1
Formula: C2H4ClNO3
Source: OMol25
Level of theory: ωB97M-V/def2-TZVPD

Calculated values
- Relative energy (zero: lowest compared OMol25 entry of this formula, charge and spin): 12.7 kJ/mol
- Multiplicity: 1
- Structure (SMILES): NC(=O)C(=O)O.Cl
- Energy: -22294.435 eV
- Kohn-Sham gap: 0.401 hartree

CARTESIAN COORDINATES (ANGSTROEM)
N: -0.366 -1.320 -0.160
C: -1.192 -0.237 0.050
O: -2.382 -0.353 0.163
C: -0.644 1.226 0.018
O: 0.467 1.514 -0.275
O: -1.654 2.038 0.129
H: -0.756 -2.225 -0.308
H: 0.477 -1.154 -0.529
H: -2.463 1.571 0.378
Cl: 3.524 0.657 0.128
H: 2.671 1.578 -0.478

Mulliken population analysis, charges in e, atoms 1 to 2:
1 N -0.376
2 C 0.629



# 2
Formula: C3H11NOS
Source: OMol25
Level of theory: ωB97M-V/def2-TZVPD

Calculated values
- Relative energy (zero: lowest compared OMol25 entry of this formula, charge and spin): 103.5 kJ/mol
- Multiplicity: 1
- Structure (SMILES): CNCCS.O
- Energy: -17661.348 eV
- Kohn-Sham gap: 0.373 hartree

CARTESIAN COORDINATES (ANGSTROEM)
C: 0.564 0.415 -2.626
N: 0.311 0.108 -1.230
C: -0.069 1.297 -0.468
C: -0.117 1.340 1.056
S: -0.984 -0.150 1.697
H: -0.356 0.371 -3.302
H: 1.392 -0.238 -2.975
H: 1.098 1.387 -2.707
H: -0.503 -0.534 -1.134
H: 0.788 1.932 -0.763
H: -0.904 1.886 -0.884
H: 0.891 1.287 1.462
H: -0.688 2.215 1.376
H: 0.062 -0.782 2.133
O: 0.983 -2.526 -0.048
H: 0.934 -1.599 -0.336
H: 0.594 -2.582 0.830

Mulliken population analysis, charges in e, atoms 1 to 2:
1 C -0.900
2 N -0.315



# 3
Formula: C4H10ClN2O2P
Source: OMol25
Level of theory: ωB97M-V/def2-TZVPD

Calculated values
- Relative energy (zero: lowest compared OMol25 entry of this formula, charge and spin): 72.9 kJ/mol
- ⟨S²⟩: 2.008
- Multiplicity: 3
- Energy: -33188.733 eV
- Kohn-Sham gap (spin up / spin down): 0.185 / 0.213 hartree

CARTESIAN COORDINATES (ANGSTROEM)
C: 0.050 0.723 -1.016
C: 0.700 0.334 0.237
C: -1.815 0.909 0.674
C: -3.182 0.236 0.808
N: 4.692 -0.699 -0.635
N: -0.812 0.127 -0.053
O: 0.087 -2.014 -1.202
O: -0.059 -1.948 1.485
P: 0.038 -1.436 0.124
Cl: -4.306 0.570 -0.525
H: -0.199 1.865 -1.142
H: 0.141 0.142 -1.915
H: 5.190 -1.470 -0.145
H: 0.968 1.137 0.977
H: -1.346 1.072 1.689
H: -1.974 1.987 0.285
H: -3.497 0.855 1.724
H: -3.039 -0.876 0.907
H: 4.728 -0.799 -1.683
H: 3.635 -0.716 -0.594

Mulliken population analysis, charges in e, atoms 1 to 2:
1 C -0.252
2 C -0.573



# 4
Formula: C43H48BBr3N9O2RbS3
Source: OMol25
Level of theory: ωB97M-V/def2-TZVPD

Calculated values
- Relative energy (zero: lowest compared OMol25 entry of this formula, charge and spin): 3.9 kJ/mol
- Multiplicity: 1
- Energy: -306846.108 eV
- Kohn-Sham gap: 0.270 hartree

CARTESIAN COORDINATES (ANGSTROEM)
Rb: 1.390 -0.269 1.317
C: -0.847 -5.066 -1.269
C: -2.041 -4.177 -1.380
C: -3.074 -4.364 -2.260
C: -4.164 -3.460 -2.344
N: -4.227 -2.396 -1.574
N: -3.232 -2.246 -0.730
B: -2.840 -1.097 0.261
N: -2.762 0.300 -0.377
N: -3.591 1.155 0.257
C: -3.594 2.409 -0.062
C: -2.681 2.908 -1.032
C: -1.860 2.057 -1.692
C: -0.868 2.535 -2.700
C: -1.949 0.641 -1.418
S: -1.121 -0.486 -2.342
C: -4.601 3.264 0.702
C: -4.587 4.713 0.216
C: -4.252 3.222 2.196
C: -5.999 2.670 0.500
N: -3.699 -1.098 1.528
N: -4.936 -1.559 1.330
C: -5.753 -1.624 2.342
C: -5.322 -1.229 3.634
C: -4.066 -0.752 3.833
C: -3.571 -0.317 5.173
C: -3.192 -0.639 2.701
S: -1.656 0.040 2.759
C: -7.153 -2.123 2.006
C: -7.806 -1.102 1.064
C: -8.014 -2.278 3.259
C: -7.040 -3.474 1.290
C: -2.168 -3.025 -0.589
S: -1.248 -2.170 0.614
C: -5.298 -3.685 -3.329
C: -5.954 -5.040 -3.030
C: -4.723 -3.684 -4.752
C: -6.346 -2.580 -3.208
H: -0.930 -5.918 -1.941
H: -0.742 -5.430 -0.245
H: 0.062 -4.514 -1.511
H: -3.050 -5.221 -2.922
H: -2.630 3.967 -1.243
H: -0.847 3.625 -2.723
H: -1.112 2.151 -3.691
H: 0.123 2.149 -2.451
H: -3.624 5.194 0.400
H: -5.349 5.280 0.753
H: -4.810 4.782 -0.850
H: -3.264 3.644 2.382
H: -4.254 2.193 2.559
H: -4.981 3.801 2.765
H: -6.285 2.690 -0.553
H: -6.733 3.249 1.065
H: -6.027 1.635 0.841
H: -6.000 -1.306 4.473
H: -4.331 -0.472 5.937
H: -3.287 0.736 5.143
H: -2.666 -0.865 5.436
H: -7.902 -0.130 1.551
H: -8.803 -1.443 0.780
H: -7.205 -0.977 0.163
H: -8.149 -1.327 3.777
H: -7.586 -2.999 3.958
H: -9.002 -2.640 2.972
H: -6.445 -3.371 0.383
H: -8.035 -3.833 1.019
H: -6.569 -4.220 1.932
H: -5.248 -5.866 -3.128
H: -6.772 -5.216 -3.730
H: -6.361 -5.056 -2.017
H: -3.995 -4.484 -4.899
H: -4.233 -2.734 -4.967
H: -5.527 -3.829 -5.475
H: -6.776 -2.549 -2.206
H: -7.144 -2.769 -3.928
H: -5.914 -1.601 -3.412
Br: 6.541 3.220 -1.271
C: 4.796 2.510 -1.260
C: 4.534 1.293 -1.855
C: 3.234 0.816 -1.778
N: 2.244 1.457 -1.166
C: 2.514 2.640 -0.613
C: 3.782 3.209 -0.636
C: 1.400 3.339 0.093
C: 1.353 4.730 0.106
C: 0.345 5.336 0.829
Br: 0.198 7.216 0.844
C: -0.563 4.565 1.530
C: -0.442 3.186 1.430
N: 0.503 2.577 0.720
H: 5.310 0.727 -2.348
H: 2.980 -0.136 -2.231
H: 3.992 4.144 -0.136
H: 2.073 5.318 -0.445
H: -1.338 5.021 2.128
H: -1.147 2.542 1.944
Br: 2.099 6.158 4.172
C: 3.277 4.858 3.446
C: 4.454 5.269 2.841
N: 5.309 4.406 2.299
C: 4.993 3.112 2.337
C: 3.834 2.615 2.921
C: 2.959 3.516 3.508
C: 3.463 1.143 2.823
O: 4.028 0.490 1.918
O: 2.554 0.744 3.590
H: 4.715 6.320 2.789
H: 5.684 2.425 1.862
H: 2.054 3.149 3.975

Mulliken population analysis, charges in e, atoms 1 to 2:
1 Rb 0.920
2 C -1.700



# 5
Formula: CsH2O5P
Source: OMol25
Level of theory: ωB97M-V/def2-TZVPD

Calculated values
- Relative energy (zero: lowest compared OMol25 entry of this formula, charge and spin): 16.8 kJ/mol
- ⟨S²⟩: 0.764
- Multiplicity: 2
- Energy: -20109.699 eV
- Kohn-Sham gap (spin up / spin down): 0.190 / 0.185 hartree
- Charge: -1

CARTESIAN COORDINATES (ANGSTROEM)
Cs: 0.632 2.602 0.704
P: -1.518 -0.495 0.150
O: -2.355 -1.335 -0.870
O: -1.211 -1.435 1.338
O: -2.213 0.835 0.543
O: -0.110 -0.087 -0.375
O: 2.501 0.032 -0.197
H: 1.556 -0.114 -0.165
H: 2.718 -0.001 -1.128

Mulliken population analysis, charges in e, atoms 1 to 2:
1 Cs 0.958
2 P 0.639



# 6
Formula: C2H4ClNO
Source: OMol25
Level of theory: ωB97M-V/def2-TZVPD

Calculated values
- Relative energy (zero: lowest compared OMol25 entry of this formula, charge and spin): 308.1 kJ/mol
- ⟨S²⟩: 2.010
- Multiplicity: 3
- Energy: -18191.331 eV
- Kohn-Sham gap (spin up / spin down): 0.211 / 0.294 hartree

CARTESIAN COORDINATES (ANGSTROEM)
C: -0.673 0.496 0.003
C: 0.457 -0.395 -0.010
N: -1.230 1.565 0.063
O: -2.114 -0.959 -0.034
Cl: -3.426 -0.003 -0.013
H: 1.446 -0.090 -0.414
H: 0.212 -1.274 -0.603
H: 0.833 -0.530 1.098
H: -2.214 1.707 0.137

Mulliken population analysis, charges in e, atoms 1 to 2:
1 C 0.699
2 C -0.890



# 7
Formula: C13H43FN18O11S
Source: OMol25
Level of theory: ωB97M-V/def2-TZVPD

Calculated values
- Multiplicity: 1
- Structure (SMILES): [H]/N=C(\C)CN(OCC)S(=O)(=O)F.NC(N)=O.NC(N)=O.NC(N)=O.NC(N)=O.NC(N)=O.NC(N)=O.NC(N)=O.NC(N)=O
- Energy: -77081.410 eV
- Kohn-Sham gap: 0.345 hartree

CARTESIAN COORDINATES (ANGSTROEM)
H: 1.179 2.973 -2.800
N: 0.569 2.660 -2.055
C: 0.388 1.466 -2.204
C: 0.954 0.650 -3.290
C: -0.509 0.777 -1.249
N: -0.140 -0.629 -1.127
O: 0.900 -0.817 -0.190
C: 0.541 -0.927 1.208
C: 1.688 -0.446 1.993
S: -1.429 -1.636 -0.988
O: -2.083 -1.503 -2.172
O: -1.030 -2.868 -0.589
F: -2.365 -1.071 0.034
H: 1.644 1.259 -3.812
H: 0.208 0.346 -3.978
H: 1.505 -0.174 -2.917
H: -1.481 0.831 -1.682
H: -0.532 1.273 -0.305
H: 0.396 -1.961 1.414
H: -0.318 -0.342 1.459
H: 2.544 -1.007 1.727
H: 1.848 0.594 1.856
H: 1.502 -0.650 3.024
N: -1.334 -4.993 1.565
C: -1.287 -5.407 2.862
N: -1.208 -6.761 3.053
O: -1.311 -4.618 3.796
H: -1.313 -5.616 0.781
H: -1.389 -4.007 1.392
H: -1.167 -7.091 3.998
H: -1.187 -7.425 2.304
N: 5.089 -2.727 -2.629
C: 4.172 -1.751 -2.312
N: 3.201 -2.129 -1.425
O: 4.235 -0.631 -2.778
H: 5.060 -3.657 -2.258
H: 5.817 -2.479 -3.272
H: 2.519 -1.440 -1.155
H: 3.142 -3.047 -1.027
N: 5.984 -0.081 -0.166
C: 5.420 0.860 0.648
N: 6.282 1.551 1.458
O: 4.216 1.066 0.646
H: 6.966 -0.275 -0.199
H: 5.351 -0.600 -0.752
H: 5.893 2.242 2.074
H: 7.271 1.393 1.471
N: -2.236 3.559 -5.181
C: -1.006 3.241 -5.699
N: -0.983 2.986 -7.043
O: -0.006 3.185 -5.006
H: -3.075 3.608 -5.727
H: -2.282 3.751 -4.199
H: -0.098 2.749 -7.449
H: -1.795 3.024 -7.629
N: 1.704 4.067 4.371
C: 2.849 3.681 3.729
N: 2.706 3.294 2.423
O: 3.942 3.674 4.280
H: 0.787 4.072 3.935
H: 1.797 4.345 5.328
H: 3.532 2.983 1.944
H: 1.829 3.281 1.936
N: -1.513 4.286 0.217
C: -1.191 4.724 1.461
N: -0.901 6.052 1.576
O: -1.156 3.959 2.417
H: -1.533 4.871 -0.596
H: -1.711 3.310 0.117
H: -0.652 6.392 2.487
H: -0.916 6.691 0.804
N: -3.806 -3.537 5.453
C: -4.343 -4.216 6.509
N: -3.754 -5.432 6.764
O: -5.267 -3.790 7.177
H: -3.046 -3.895 4.901
H: -4.202 -2.643 5.235
H: -4.114 -5.966 7.531
H: -2.989 -5.793 6.226
N: -4.239 0.083 -3.612
C: -5.530 0.146 -4.060
N: -6.378 -0.796 -3.534
O: -5.903 0.977 -4.868
H: -3.899 -0.591 -2.951
H: -3.599 0.758 -3.985
H: -7.331 -0.777 -3.841
H: -6.091 -1.489 -2.869

Mulliken population analysis, charges in e, atoms 1 to 2:
1 H 0.325
2 N -0.542



# 8
Formula: C2
Source: OMol25
Level of theory: ωB97M-V/def2-TZVPD

Calculated values
- Relative energy (zero: lowest compared OMol25 entry of this formula, charge and spin): 68.3 kJ/mol
- Multiplicity: 1
- Energy: -2064.024 eV
- Kohn-Sham gap: 0.251 hartree

CARTESIAN COORDINATES (ANGSTROEM)
C: -0.752 0.105 0.099
C: 0.752 -0.105 -0.099

Mulliken charges, unit e, in atom order:
1 C 0.000
2 C 0.000



# 9
Formula: C2H4N5
Source: OMol25
Level of theory: ωB97M-V/def2-TZVPD

Calculated values
- Relative energy (zero: lowest compared OMol25 entry of this formula, charge and spin): 93.6 kJ/mol
- Multiplicity: 1
- Energy: -9578.715 eV
- Kohn-Sham gap: 0.407 hartree
- Charge: +1

CARTESIAN COORDINATES (ANGSTROEM)
C: -0.474 0.263 3.355
C: -1.561 0.771 2.607
N: 0.471 -0.169 3.854
N: -2.393 1.171 1.919
N: -0.724 0.490 -0.502
N: 0.998 -0.466 0.637
N: -0.184 -0.017 0.511
H: -0.199 0.714 -1.299
H: -1.630 0.837 -0.245
H: 1.361 -0.862 1.518
H: 1.664 -0.748 -0.150

Mulliken population analysis, charges in e, atoms 1 to 2:
1 C 0.354
2 C 0.481



# 10
Formula: H4NO2P2
Source: OMol25
Level of theory: ωB97M-V/def2-TZVPD

Calculated values
- Relative energy (zero: lowest compared OMol25 entry of this formula, charge and spin): 364.1 kJ/mol
- Multiplicity: 1
- Structure (SMILES): N[P@](=O)([O-])P
- Energy: -24227.421 eV
- Kohn-Sham gap: 0.291 hartree
- Charge: -1

CARTESIAN COORDINATES (ANGSTROEM)
N: -0.312 -1.133 -0.260
P: -1.276 0.155 0.347
O: -1.385 0.046 1.800
O: -2.893 0.279 -0.872
P: -0.006 1.813 -0.125
H: -0.313 -1.072 -1.250
H: -0.297 -2.203 0.004
H: -1.040 2.307 -0.710
H: 0.373 1.176 -1.388

Mulliken population analysis, charges in e, atoms 1 to 2:
1 N -0.581
2 P 0.745



# 11
Formula: C3H9NO2
Source: OMol25
Level of theory: ωB97M-V/def2-TZVPD

Calculated values
- Relative energy (zero: lowest compared OMol25 entry of this formula, charge and spin): 188.4 kJ/mol
- ⟨S²⟩: 0.758
- Multiplicity: 2
- Energy: -8831.559 eV
- Kohn-Sham gap (spin up / spin down): 0.355 / 0.159 hartree
- Charge: +1

CARTESIAN COORDINATES (ANGSTROEM)
C: -0.396 1.285 2.110
C: -1.063 0.288 1.274
C: -0.059 -0.606 0.306
N: 0.739 -1.434 1.083
O: -0.112 -0.594 -0.901
H: -0.289 2.187 1.478
H: -1.057 1.585 2.911
H: 0.698 1.305 2.547
H: -1.524 0.750 0.368
H: -1.835 -0.296 1.862
H: 0.712 -1.391 2.077
H: 1.212 -2.316 0.734
H: 0.416 -0.034 -2.964
H: 0.453 1.515 -3.118
O: 0.755 0.711 -3.551

Mulliken population analysis, charges in e, atoms 1 to 2:
1 C -0.947
2 C -0.347



# 12
Formula: C2H6Cl2NPS
Source: OMol25
Level of theory: ωB97M-V/def2-TZVPD

Calculated values
- Relative energy (zero: lowest compared OMol25 entry of this formula, charge and spin): 191.5 kJ/mol
- Multiplicity: 1
- Energy: -48829.886 eV
- Kohn-Sham gap: 0.259 hartree

CARTESIAN COORDINATES (ANGSTROEM)
C: -1.399 -0.524 0.596
C: 1.071 -0.591 0.653
N: -0.167 0.110 0.212
P: 0.028 1.150 -0.978
S: -1.607 2.024 -1.467
Cl: 1.374 2.368 -0.253
Cl: 1.602 -0.231 -3.168
H: -1.447 -1.444 0.029
H: -1.316 -0.694 1.690
H: -2.148 0.228 0.304
H: 0.692 -1.505 1.083
H: 1.680 -0.856 -0.180
H: 1.637 -0.035 1.477

Mulliken population analysis, charges in e, atoms 1 to 2:
1 C -0.857
2 C -1.047